DFT (the ωB97M-V functional and the def2-TZVPD basis) results for a cluster of 8 separate species, C24H44BF4N8O6 in total in a non-equilibrium geometry.

Structure (XYZ):
```
87
Properties=species:S:1:pos:R:3:forces:R:3:lowdin_spin:R:1
C 30.155 -4.498 -8.607 -1.36 -0.56 0.68 0.01
N 28.915 -3.882 -8.046 0.22 -0.64 -1.44 0.13
C 28.955 -2.750 -7.303 -0.34 -0.79 -0.85 0.04
C 27.802 -2.229 -6.798 1.35 0.63 1.00 0.05
C 26.547 -2.854 -6.948 1.82 -0.90 -0.82 0.11
C 26.552 -3.969 -7.785 1.09 -1.36 -2.08 0.05
C 27.711 -4.457 -8.391 -1.17 1.41 1.51 0.06
C 25.401 -2.455 -6.307 -1.51 0.27 0.93 0.13
C 24.584 -3.348 -5.560 -1.09 1.33 0.32 0.04
C 23.563 -2.794 -4.786 1.80 -1.47 -0.22 0.07
N 23.304 -1.457 -4.758 -1.82 -1.01 1.60 0.14
C 24.100 -0.641 -5.429 0.27 1.56 -0.43 0.06
C 25.093 -1.095 -6.194 1.21 1.00 0.15 0.06
C 22.410 -0.878 -3.693 1.19 -0.63 -0.90 0.01
H 30.215 -4.361 -9.686 0.09 0.12 0.14 0.00
H 29.947 -5.541 -8.366 0.70 -0.26 -0.44 0.00
H 31.057 -4.191 -8.078 -0.25 0.25 -0.10 0.00
H 29.978 -2.405 -7.268 -0.23 0.65 0.78 0.00
H 27.983 -1.483 -6.038 -0.43 0.56 -0.21 0.00
H 25.626 -4.345 -8.196 -0.12 -0.36 0.44 0.00
H 27.641 -5.261 -9.109 0.43 -0.04 0.13 0.00
H 24.888 -4.382 -5.487 -0.42 -0.11 0.06 0.00
H 23.191 -3.393 -3.968 -0.70 0.02 -0.23 0.01
H 23.953 0.419 -5.282 -0.20 0.04 -0.10 0.00
H 25.764 -0.348 -6.594 -0.11 -0.07 -0.43 0.00
H 23.116 -0.351 -3.051 -0.51 0.20 0.33 0.00
H 21.941 -1.707 -3.163 -0.05 0.26 -0.08 0.00
H 21.680 -0.209 -4.149 0.06 -0.10 0.13 0.00
B 23.115 -5.801 -8.661 -0.36 0.16 -0.17 0.00
F 23.742 -5.681 -7.462 1.88 -1.08 1.63 0.00
F 22.168 -4.856 -8.577 -2.11 2.55 -0.17 0.00
F 23.959 -5.466 -9.726 0.65 -0.55 -0.57 0.00
F 22.444 -6.992 -8.856 0.61 -1.31 -0.32 0.00
O 19.716 -9.764 -11.862 -0.19 -0.04 0.40 0.00
C 20.918 -9.757 -12.076 -1.81 -0.76 -1.69 0.00
N 21.757 -8.996 -11.409 0.71 1.05 1.14 0.00
C 21.514 -10.624 -13.117 1.25 -1.38 -0.76 0.00
H 22.710 -8.830 -11.700 -0.19 -0.16 0.29 0.00
H 21.299 -8.443 -10.699 0.69 0.15 -0.01 0.00
H 20.932 -10.922 -13.990 -0.53 0.66 0.28 0.00
H 21.727 -11.585 -12.649 0.05 -0.14 0.28 0.00
H 22.490 -10.300 -13.477 0.05 0.29 0.04 0.00
O 23.948 -0.465 -9.086 0.15 1.45 0.28 0.00
C 23.415 -1.551 -9.105 -1.28 0.42 0.52 0.00
N 24.065 -2.586 -9.600 0.74 -2.35 -0.96 0.00
C 21.975 -1.789 -8.590 1.73 -0.47 -0.01 0.00
H 23.702 -3.528 -9.640 -0.28 0.19 0.10 0.00
H 24.918 -2.464 -10.126 -0.09 0.41 0.31 0.00
H 22.001 -2.547 -7.806 0.12 0.16 0.33 0.00
H 21.435 -2.329 -9.368 -0.52 0.73 -0.09 0.00
H 21.649 -0.822 -8.207 -0.55 -0.30 -0.41 0.00
O 25.601 -11.124 -8.167 -1.86 1.12 1.39 0.00
C 24.660 -10.765 -7.427 1.59 -0.69 -1.23 0.00
N 24.350 -11.443 -6.298 0.47 0.00 0.03 0.00
C 23.684 -9.653 -7.664 0.33 0.26 -0.82 0.00
H 25.083 -12.077 -6.014 -0.48 -0.14 0.48 0.00
H 23.682 -10.996 -5.686 0.38 -0.59 0.28 0.00
H 22.823 -10.134 -8.127 -0.21 0.34 -0.08 0.00
H 24.108 -8.903 -8.331 -0.23 -0.23 -0.11 0.00
H 23.392 -9.153 -6.741 -0.15 -0.13 -0.05 0.00
O 18.153 -5.156 -10.221 0.66 -0.30 0.58 0.00
C 19.255 -5.641 -9.967 -1.13 -0.71 -0.54 0.00
N 20.383 -5.101 -10.461 -0.04 0.24 -0.47 0.00
C 19.467 -6.989 -9.268 -0.48 0.86 0.12 0.00
H 21.293 -5.397 -10.138 -0.46 0.36 -0.22 0.00
H 20.229 -4.238 -10.962 0.40 -0.08 0.09 0.00
H 20.034 -7.600 -9.970 -0.34 -0.10 0.45 0.00
H 18.504 -7.436 -9.020 0.10 0.00 -0.31 0.00
H 20.010 -6.833 -8.336 0.24 -0.12 -0.15 0.00
O 27.024 -7.220 -8.287 -0.41 -1.09 1.62 0.00
C 26.841 -7.717 -7.148 1.65 1.74 -2.98 0.00
N 25.661 -7.538 -6.524 1.28 -0.87 0.46 0.00
C 28.000 -8.374 -6.414 -0.90 -0.52 0.04 0.00
H 25.570 -8.074 -5.673 -0.75 0.21 -0.18 0.00
H 24.910 -7.257 -7.138 -0.33 0.24 0.56 0.00
H 28.861 -8.706 -6.995 -0.35 0.62 -0.57 0.00
H 27.583 -9.317 -6.060 0.18 0.03 0.87 0.00
H 28.343 -7.683 -5.644 -0.10 -0.35 0.35 0.00
O 25.169 -9.057 -13.461 0.91 -0.08 -0.68 0.00
C 24.803 -8.056 -12.878 -0.52 -1.72 -0.83 0.00
N 24.605 -8.088 -11.576 -0.37 0.41 3.86 0.00
C 24.366 -6.829 -13.525 0.04 0.90 -2.89 0.00
H 25.075 -8.699 -10.923 0.13 -0.56 -0.68 0.00
H 24.059 -7.416 -11.056 0.37 0.70 -0.43 0.00
H 23.336 -6.536 -13.321 0.42 0.60 0.76 0.00
H 24.341 -6.990 -14.603 -0.25 -0.72 -0.16 0.00
H 25.187 -6.114 -13.577 -0.43 0.72 1.14 0.00
```
Positions in Å, forces in eV/Å.

Properties
E_HOMO (spin up / spin down) ... -6.468 / -8.641 eV
Total energy ... -2254.9667 Eh
Charge ... 0
Frontier orbital gap (spin up / spin down) ... 5.87 / 7.42 eV
Multiplicity ... 2


DFT (the ωB97M-V functional and the def2-TZVPD basis) results for a structure of composition C24H44BN2NiP2S in a non-equilibrium geometry.

Structure (XYZ):
```
75
Properties=species:S:1:pos:R:3:forces:R:3:lowdin_spin:R:1
Ni -0.578 0.237 -0.666 0.60 0.45 -0.65 0.72
C -0.898 -3.166 -1.407 -0.04 -0.04 -0.01 0.01
C -0.299 -2.643 -2.720 -0.01 0.05 -0.05 0.00
C -1.441 -2.445 -3.721 0.00 0.00 -0.03 0.00
C 0.651 -3.722 -3.252 -0.02 -0.04 0.02 0.00
P 0.428 -0.953 -2.277 -0.15 -0.22 0.59 0.04
C 2.005 -1.475 -1.375 0.06 0.01 -0.03 0.00
N 1.786 -1.350 0.048 -0.08 -0.22 -0.05 0.01
B 0.639 -0.627 0.557 -0.22 -0.04 0.16 0.06
N 0.996 -0.306 1.923 -0.07 -0.04 0.03 0.02
C 0.339 0.760 2.647 0.16 0.00 -0.04 0.00
P -0.746 1.787 1.478 0.28 -0.06 0.03 0.10
C -3.320 0.620 2.029 -0.88 -0.52 0.01 0.54
C -2.901 -0.814 2.135 0.34 0.02 0.03 0.07
C -3.909 0.960 0.696 0.23 0.16 -0.16 0.05
C -4.167 1.078 3.179 0.13 0.17 0.12 0.07
C -0.792 3.386 2.501 0.06 0.05 0.02 0.01
C 0.528 4.153 2.494 0.00 0.01 0.03 0.00
C -1.180 3.066 3.946 -0.02 -0.01 0.02 0.00
C -1.872 4.259 1.861 -0.05 0.00 0.01 0.00
C 2.243 -0.832 2.211 -0.05 0.00 -0.10 0.00
C 2.987 -0.834 3.374 0.07 0.01 0.03 0.00
C 4.234 -1.472 3.375 -0.02 0.04 0.00 0.00
C 4.721 -2.090 2.235 -0.03 0.00 -0.03 0.00
C 3.974 -2.094 1.049 0.09 0.01 0.02 0.00
C 2.741 -1.477 1.041 -0.06 0.11 0.00 0.00
C 1.130 -0.128 -3.823 -0.05 0.05 -0.04 0.02
C 1.864 -1.016 -4.824 0.04 0.05 -0.04 0.00
C -0.043 0.574 -4.523 0.00 -0.01 -0.01 0.01
C 2.088 0.973 -3.334 0.01 0.01 0.00 0.00
H -1.384 -4.130 -1.598 0.01 -0.01 0.01 0.00
H -1.632 -2.470 -0.998 -0.01 0.01 -0.02 0.00
H -0.133 -3.306 -0.642 0.01 0.01 -0.01 0.00
H -2.062 -3.345 -3.744 0.00 0.00 -0.02 0.00
H -1.070 -2.272 -4.733 0.01 0.00 0.00 0.00
H -2.076 -1.602 -3.441 0.00 -0.01 0.03 0.00
H 0.057 -4.580 -3.584 0.01 -0.01 0.02 0.00
H 1.323 -4.085 -2.474 0.01 0.02 0.00 0.00
H 1.254 -3.397 -4.096 -0.02 0.01 -0.02 0.00
H 2.794 -0.786 -1.690 0.05 -0.06 0.01 0.00
H 2.324 -2.482 -1.660 -0.04 0.00 -0.02 0.00
H 1.089 1.415 3.104 0.03 -0.05 0.01 0.00
H -0.309 0.376 3.445 -0.01 0.05 0.02 0.00
H -2.161 -1.079 1.375 -0.02 0.04 -0.03 0.01
H -3.778 -1.473 1.999 0.01 0.00 0.03 0.02
H -2.463 -1.046 3.110 -0.02 0.00 0.01 0.00
H -3.204 0.765 -0.119 0.02 -0.04 0.02 0.01
H -4.197 2.012 0.626 -0.02 0.00 0.02 0.00
H -4.806 0.346 0.506 -0.02 0.04 0.03 0.02
H -3.713 0.854 4.148 0.01 -0.02 -0.01 0.00
H -5.143 0.559 3.160 0.00 0.01 -0.01 0.03
H -4.378 2.151 3.147 0.01 0.00 -0.03 0.00
H 1.366 3.537 2.827 -0.01 -0.01 0.02 0.00
H 0.450 5.013 3.171 0.02 0.01 -0.02 0.00
H 0.769 4.513 1.494 -0.01 -0.01 -0.01 0.00
H -0.343 2.630 4.495 0.00 -0.02 0.01 0.00
H -2.020 2.371 3.999 0.00 0.01 -0.03 0.00
H -1.471 3.985 4.467 0.01 0.00 0.00 0.00
H -1.688 4.376 0.791 0.02 0.02 0.00 0.00
H -1.879 5.254 2.322 -0.02 0.00 0.01 0.00
H -2.863 3.816 1.989 0.01 -0.02 -0.01 0.00
H 2.608 -0.354 4.269 0.01 0.02 0.00 0.00
H 4.825 -1.481 4.283 0.00 0.00 0.00 0.00
H 5.687 -2.578 2.260 0.01 0.01 -0.01 0.00
H 4.359 -2.568 0.154 0.00 -0.01 0.00 0.00
H 1.190 -1.707 -5.332 -0.01 -0.01 0.00 0.00
H 2.661 -1.593 -4.350 0.00 0.00 0.01 0.00
H 2.326 -0.387 -5.593 0.00 0.00 0.00 0.00
H -0.740 -0.131 -4.976 -0.01 -0.01 0.01 0.00
H 0.346 1.221 -5.316 -0.02 -0.02 -0.03 0.00
H -0.598 1.195 -3.818 0.03 0.02 0.01 0.01
H 3.098 0.591 -3.177 0.00 -0.01 0.01 0.00
H 1.750 1.437 -2.405 -0.04 0.00 -0.01 0.00
H 2.147 1.755 -4.097 0.04 -0.01 -0.01 0.00
S 0.479 2.272 -0.152 -0.36 0.06 0.14 0.12
```
Positions in Å, forces in eV/Å.

Properties
E_HOMO (spin up / spin down) ... -2.250 / -3.089 eV
Total energy ... -3664.5173 Eh
Charge ... -1
Frontier orbital gap (spin up / spin down) ... 4.95 / 5.78 eV
Multiplicity ... 3


The lowest charge belongs to which entry?
C24H44BN2NiP2S


multiplicity of number 1 (C24H44BF4N8O6)?
2


What is the multiplicity in the second record?
3